{
  "formula": "C26H29N5O4S",
  "method": "the ωB97M-V functional and the def2-TZVPD basis",
  "symbols": ["O", "C", "N", "C", "C", "C", "C", "C", "C", "C", "C", "C", "C", "N", "C", "C", "N", "C", "C", "C", "C", "C", "N", "C", "C", "C", "S", "O", "O", "N", "C", "C", "O", "C", "C", "C", "H", "H", "H", "H", "H", "H", "H", "H", "H", "H", "H", "H", "H", "H", "H", "H", "H", "H", "H", "H", "H", "H", "H", "H", "H", "H", "H", "H", "H"],
  "coordinates": [[3.221669, 2.479097, 0.054353], [2.857492, 1.419880, -0.416490], [3.674015, 0.354348, -0.659785], [5.043384, 0.217859, -0.415218], [5.808202, 1.207983, 0.194206], [7.158723, 0.997446, 0.405767], [7.761044, -0.187612, 0.019459], [7.000407, -1.174413, -0.586060], [5.651074, -0.975751, -0.802928], [1.436434, 1.186804, -0.799489], [0.659672, 2.281192, -1.185188], [-0.664425, 2.134804, -1.507929], [-1.330099, 0.892028, -1.418567], [-2.664756, 0.787445, -1.682399], [-3.421191, 1.914349, -2.188169], [-3.884774, 2.818387, -1.013108], [-3.850276, 2.037681, 0.208383], [-2.714816, 2.141165, 0.986337], [-2.310754, 1.144770, 1.888565], [-1.162893, 1.347754, 2.624955], [-0.445433, 2.527508, 2.475170], [-0.942411, 3.463114, 1.588225], [-2.032416, 3.281740, 0.866446], [-4.450732, 0.744125, -0.019844], [-3.524249, -0.104753, -0.932058], [-0.522622, -0.210386, -1.077288], [-0.990013, -1.937662, -1.183786], [0.226773, -2.690699, -1.346858], [-2.011426, -2.142608, -2.167679], [-1.700610, -2.274685, 0.327259], [-2.519096, -3.478375, 0.335131], [-1.654509, -4.730800, 0.492638], [-0.855223, -4.646920, 1.653433], [0.011152, -3.534572, 1.587112], [-0.788508, -2.234227, 1.456487], [0.819810, -0.053483, -0.778166], [3.253517, -0.443016, -1.117258], [5.342335, 2.131513, 0.493085], [7.745364, 1.771316, 0.878123], [8.815950, -0.343091, 0.187853], [7.459430, -2.103102, -0.891467], [5.058501, -1.747275, -1.275732], [1.123664, 3.254962, -1.218539], [-1.213015, 3.016321, -1.788799], [-2.837226, 2.469350, -2.920335], [-4.288517, 1.493903, -2.705505], [-4.906486, 3.170427, -1.181524], [-3.229090, 3.675658, -0.868338], [-2.864910, 0.228257, 2.003849], [-0.824242, 0.586096, 3.313425], [0.463346, 2.708851, 3.024188], [-0.442378, 4.409530, 1.430607], [-5.416743, 0.921555, -0.499730], [-4.639833, 0.232505, 0.922708], [-2.912967, -0.763618, -0.322995], [-4.108028, -0.718535, -1.623850], [-3.066669, -3.502606, -0.606412], [-3.220359, -3.397826, 1.172644], [-2.276555, -5.618933, 0.614261], [-1.017667, -4.840920, -0.396589], [0.588273, -3.540764, 2.513416], [0.684689, -3.635263, 0.725624], [-0.127449, -1.376818, 1.328488], [-1.394667, -2.087985, 2.357495], [1.363117, -0.953034, -0.531583]],
  "forces_ev_per_a": [[0.0658, 0.1302, 0.0004], [-0.1475, -0.1387, -0.0733], [-0.1640, -0.3701, -0.1418], [0.3709, 0.0390, 0.1333], [-0.1443, 0.1876, 0.0514], [0.0737, -0.1455, -0.0441], [0.1391, 0.0119, 0.0363], [-0.0069, -0.0111, -0.0073], [-0.0710, 0.0681, 0.0125], [-0.3727, -0.0955, -0.0227], [0.1208, -0.2523, 0.0082], [0.0209, -0.1016, -0.1560], [0.0738, 0.0793, -0.1204], [-0.1202, 0.0569, -0.2563], [0.0021, 0.1296, -0.0355], [-0.0080, 0.2190, -0.1247], [-0.3704, 0.1069, 0.0179], [0.1965, 0.2617, 0.3908], [-0.0382, -0.0636, -0.0773], [0.0230, 0.1566, -0.0800], [0.0459, -0.0441, 0.0654], [0.1709, -0.0747, 0.1835], [-0.3104, 0.0183, 0.0089], [0.1254, -0.1177, -0.0016], [-0.2348, -0.1311, 0.1084], [-0.1576, -0.8275, 0.0532], [-0.1279, 0.0259, 0.2020], [0.1176, 0.1357, 0.1755], [-0.1286, 0.1398, 0.0403], [0.4633, 0.3324, -0.9041], [-0.0922, -0.5035, -0.1986], [-0.2590, 0.0303, -0.1386], [-0.0879, -0.0745, 0.1586], [0.1513, 0.2620, 0.0493], [0.4921, -0.1952, 0.2431], [0.4793, 0.3571, 0.0773], [0.0200, 0.2347, 0.0372], [-0.0134, 0.0143, -0.0007], [0.0341, 0.0697, 0.0388], [0.0864, -0.0139, 0.0130], [0.0216, -0.0715, -0.0268], [-0.0580, -0.0833, -0.0519], [0.0201, 0.1172, 0.0167], [-0.1202, 0.0549, 0.0170], [-0.0769, -0.0132, -0.0275], [0.0713, 0.0441, -0.0360], [0.0612, 0.0133, -0.0458], [-0.1817, -0.0741, -0.1519], [-0.0759, -0.1134, -0.0328], [0.0110, -0.0573, 0.0507], [0.0999, 0.0476, 0.0511], [0.1443, 0.0650, 0.0609], [0.0303, -0.0430, 0.0785], [-0.0718, -0.0335, -0.0345], [-0.3225, 0.2492, -0.0192], [-0.0047, -0.0289, 0.0947], [-0.1592, -0.1363, 0.1087], [0.0363, 0.0208, -0.0659], [0.0110, 0.0546, -0.0972], [-0.0736, -0.0810, 0.0727], [0.0055, 0.0690, -0.0731], [-0.0266, -0.0088, 0.1960], [0.0408, 0.0340, 0.2145], [0.0608, 0.0574, -0.0561], [0.1389, 0.0108, 0.0347]],
  "de_lowest_kcal_mol": 70.05,
  "e_homo_ha": -0.2988,
  "molar_mass_g_mol": 507.62,
  "smiles": "O=C(Nc1ccccc1)c1ccc(N2CCN(c3ccccn3)CC2)c(S(=O)(=O)N2CCOCC2)c1"
}